# 1
A single C3H5NO2 molecule in a non-equilibrium geometry, computed with wB97M-V/def2-TZVPD.

Results
SMILES: C/N=C(/O)C=O
LUMO level (spin up / spin down) in eV: -0.20 / -0.86
E_HOMO (spin up / spin down) in eV: -8.234 / -8.238
Energy in eV: -8772.23017
Net charge: 0
HOMO-LUMO gap (spin up / spin down) in eV: 8.03 / 7.38
Largest force on an atom in hartree/bohr: 0.029

Positions of all 11 atoms, in Å:
C1 1.3985 0.5872 -0.5245
N1 0.6830 -0.0706 0.5451
C2 -0.5519 -0.6635 0.2521
O1 -0.6381 -2.0093 0.1521
C3 -1.3906 0.4008 0.3361
O2 -0.6070 1.3628 0.8010
H1 2.0292 1.3723 -0.1090
H2 0.7555 0.9749 -1.3227
H3 2.0636 -0.1795 -0.9443
H4 -1.3168 -2.3524 0.7474
H5 -2.4254 0.5773 0.0667

Atomic forces in eV per Å
C 0.11 -0.13 0.00
N -0.01 -1.09 -0.41
C 1.11 -0.28 0.29
O -0.06 0.34 0.08
C 0.38 1.28 0.49
O -1.41 -0.18 -0.39
H -0.07 0.00 -0.02
H -0.01 -0.01 0.11
H -0.04 0.10 -0.03
H -0.02 0.06 -0.11
H 0.02 -0.08 -0.01


# 2
A molecular structure, C7H4F10O2STeTi in a non-equilibrium geometry, computed with wB97M-V/def2-TZVPD.

Results
LUMO level (spin up / spin down) in eV: -4.76 / -6.70
E_HOMO (spin up / spin down) in eV: -12.994 / -13.600
2S+1: 2
Energy in eV: -79834.08504
Net charge: +1
HOMO-LUMO gap (spin up / spin down) in eV: 8.24 / 6.90
Expectation value of S²: 0.7769
Largest force on an atom in hartree/bohr: 0.020

Positions of all 26 atoms, in Å:
Ti1 0.7278 -2.0076 -0.7499
F1 -3.1894 3.7552 0.4615
C1 -2.1168 3.0099 0.3519
C2 -2.2220 1.7440 -0.2313
F2 -3.3946 1.3179 -0.6697
C3 -1.1047 0.9720 -0.3347
F3 -1.2282 -0.2275 -0.9140
C4 0.1602 1.4020 0.1270
S1 1.5540 0.4644 0.0235
C5 0.2208 2.6958 0.7006
F4 1.3671 3.1547 1.1543
C6 -0.8974 3.4838 0.8170
F5 -0.8305 4.6822 1.3679
F6 2.4582 0.0097 -4.0567
Te1 2.0650 -1.6911 -3.4787
F7 1.9571 -2.4312 0.3707
F8 3.4603 -1.4715 -2.3062
F9 1.7528 -3.2199 -2.0273
F10 -0.6035 -3.1040 -0.9005
O1 0.7451 -1.0340 -2.3810
C7 0.0954 -1.9113 2.4231
O2 -0.3892 -1.6183 1.0803
H1 0.0675 -2.9821 2.6023
H2 -0.5256 -1.3803 3.1373
H3 1.1170 -1.5574 2.4762
H4 -1.2465 -2.0554 0.9563

Atomic forces in eV per Å
Ti -0.48 0.57 0.07
F 0.09 -0.06 -0.02
C -0.26 0.15 0.02
C -0.25 0.03 -0.04
F 0.07 0.04 0.03
C 0.13 -0.12 -0.03
F -0.04 -0.01 -0.01
C -0.02 0.00 -0.07
S -0.01 -0.22 0.10
C 0.14 0.00 0.03
F 0.00 -0.07 -0.05
C -0.05 0.25 0.09
F 0.00 -0.07 -0.04
F 0.05 0.83 -0.48
Te 0.06 -0.89 -0.45
F 0.89 -0.38 0.42
F 0.57 0.12 0.26
F -0.28 0.11 0.18
F -0.56 -0.33 -0.14
O -0.02 0.09 -0.03
C 0.00 0.05 -0.09
O -0.16 -0.19 0.11
H 0.02 -0.04 0.01
H -0.05 0.02 0.04
H 0.05 0.04 0.00
H 0.10 0.07 0.07


# 3
A single C4H6N2O molecule in a non-equilibrium geometry, computed with wB97M-V/def2-TZVPD.

Results
SMILES: Cc1cc(N)on1
LUMO level in eV: 0.88
E_HOMO in eV: -9.440
Energy in eV: -9270.64049
Net charge: 0
HOMO-LUMO gap in eV: 10.32
Largest force on an atom in hartree/bohr: 0.042

Positions of all 13 atoms, in Å:
C1 -2.3434 0.0977 -0.0701
C2 -0.8506 0.1084 -0.2617
C3 0.2254 0.4085 0.6427
C4 1.3151 -0.0547 -0.0101
N1 2.5771 -0.2293 0.5563
O1 1.0036 -0.4506 -1.2496
N2 -0.3768 -0.3748 -1.3830
H1 -2.8118 -0.4812 -0.8738
H2 -2.6272 -0.3667 0.8828
H3 -2.7567 1.1078 -0.0829
H4 0.5797 1.3152 1.0947
H5 3.3527 0.1415 0.0276
H6 2.7129 -1.2218 0.7271

Atomic forces in eV per Å
C 0.03 0.18 -0.06
C 0.02 0.06 -0.41
C 0.41 0.44 -0.82
C -0.06 -0.15 -0.29
N 0.18 -0.01 -0.39
O 0.29 -0.75 0.06
N -0.38 -0.33 0.26
H 0.18 0.19 0.11
H 0.26 0.14 -0.18
H 0.01 -0.01 0.03
H -1.15 0.12 1.84
H 0.02 -0.09 -0.27
H 0.20 0.21 0.12


# 4
A gas-phase ion, C11H21N2O3S2 (charge +1) in a non-equilibrium geometry, computed with wB97M-V/def2-TZVPD.

Results
SMILES: O[N@@+]1(CCCSC(=S)N2CCOCC2)CCOC1
LUMO level in eV: -3.55
E_HOMO in eV: -11.551
Energy in eV: -42530.26398
Net charge: +1
HOMO-LUMO gap in eV: 8.00
Largest force on an atom in hartree/bohr: 0.040

Positions of all 39 atoms, in Å:
O1 2.2510 1.3677 -0.9016
N1 2.6922 0.3414 -0.0640
C1 2.4124 -1.0382 -0.5867
C2 0.9138 -1.1763 -0.8965
C3 0.4199 -2.5809 -0.6112
S1 -1.3857 -2.7387 -0.7175
C4 -1.9206 -1.3658 0.2870
S2 -1.3210 -1.1652 1.7799
N2 -2.8896 -0.5554 -0.3403
C5 -2.2534 0.7011 -0.7786
C6 -3.2678 1.8226 -1.0817
O2 -4.5866 1.3499 -1.0747
C7 -4.8555 0.8893 0.2282
C8 -4.1222 -0.4240 0.4787
C9 4.2057 0.5248 -0.0005
C10 4.5366 0.8796 1.4413
O3 3.2721 1.2627 2.0011
C11 2.2819 0.5412 1.3860
H1 1.2963 1.4704 -0.7634
H2 2.7198 -1.7321 0.1899
H3 2.9826 -1.1864 -1.4974
H4 0.7486 -0.8976 -1.9342
H5 0.3668 -0.4825 -0.2555
H6 0.7909 -3.2881 -1.3511
H7 0.7300 -2.9111 0.3793
H8 -1.5111 1.0836 -0.0658
H9 -1.7163 0.4683 -1.7029
H10 -3.0808 2.3017 -2.0377
H11 -3.1622 2.5918 -0.3082
H12 -5.9248 0.7375 0.3377
H13 -4.5516 1.6341 0.9720
H14 -4.7788 -1.2378 0.1714
H15 -3.9539 -0.5476 1.5477
H16 4.5049 1.2804 -0.7175
H17 4.6882 -0.3986 -0.3022
H18 5.2380 1.6970 1.5428
H19 4.8555 -0.0019 1.9980
H20 1.9763 -0.4006 1.8489
H21 1.3983 1.1840 1.3991

Atomic forces in eV per Å
O -0.16 0.03 -0.12
N 1.95 -0.45 0.47
C -1.38 0.14 -0.52
C 0.46 0.03 0.15
C -0.27 -0.30 0.41
S -0.10 0.78 -0.76
C 0.27 -0.65 -0.18
S 0.07 0.25 0.24
N -0.18 0.27 1.05
C 0.20 -0.04 -0.99
C -0.06 0.06 0.27
O -0.08 0.25 0.01
C 0.10 -0.27 0.19
C -0.54 -0.16 -0.12
C 0.61 -0.06 -0.25
C -0.87 -0.62 0.49
O 0.36 0.25 -0.32
C -1.34 1.12 0.30
H -0.11 -0.13 0.00
H 0.21 0.02 0.06
H 0.30 0.09 0.09
H -0.21 0.00 -0.04
H -0.11 -0.01 -0.01
H 0.05 -0.09 0.00
H 0.13 0.00 0.02
H -0.11 -0.12 0.28
H 0.08 -0.08 0.01
H 0.04 -0.18 -0.17
H -0.03 0.10 0.00
H -0.09 -0.02 -0.11
H 0.03 0.17 -0.08
H 0.07 -0.11 -0.08
H 0.25 0.08 0.04
H -0.35 0.21 -0.02
H -0.14 -0.14 0.00
H 0.02 0.07 0.05
H 0.45 0.02 -0.09
H 0.60 -0.35 -0.17
H -0.15 -0.17 -0.13


# 5
A molecular structure, C2H2N2 in a non-equilibrium geometry, computed with wB97M-V/def2-TZVPD.

Results
LUMO level (spin up / spin down) in eV: -0.72 / -0.72
E_HOMO (spin up / spin down) in eV: -9.720 / -9.720
Energy in eV: -5080.40773
Net charge: 0
HOMO-LUMO gap (spin up / spin down) in eV: 9.00 / 9.00
Largest force on an atom in hartree/bohr: 0.135

Positions of all 6 atoms, in Å:
C1 -0.2003 -0.6720 0.0883
C2 -0.0405 0.7668 0.0673
N1 1.0111 -0.9310 0.1693
N2 1.2309 0.6229 -0.0312
H1 -1.3802 -1.3681 -0.4222
H2 -0.6211 1.5814 0.1286

Atomic forces in eV per Å
C -6.06 -2.62 -2.22
C 2.63 -1.40 -0.14
N 1.74 -1.62 -0.40
N -0.28 1.00 0.75
H 3.82 1.53 2.13
H -1.85 3.11 -0.12


# 6
5 unconnected molecules or ions with the total composition C24H34ClINO12, computed with wB97M-V/def2-TZVPD.

Results
LUMO level in eV: -4.00
E_HOMO in eV: -12.865
Energy in eV: -72118.23591
Net charge: +1
HOMO-LUMO gap in eV: 8.87
Largest force on an atom in hartree/bohr: 0.013

Positions of all 73 atoms, in Å:
C1 -2.2370 -1.3473 2.0925
C2 -3.7249 -1.7090 1.9388
C3 -4.3289 -1.3436 0.5799
Cl1 -5.8011 -2.2809 0.2280
C4 -3.4006 -1.4095 -0.6037
N1 -3.2356 -0.2447 -1.2634
C5 -2.4473 -0.0782 -2.3328
C6 -1.7379 -1.1434 -2.8140
C7 -1.8758 -2.3748 -2.1883
C8 -2.7025 -2.5202 -1.0730
I1 -2.8111 -4.4283 -0.2285
H1 -1.6138 -2.2261 1.9632
H2 -1.8988 -0.5840 1.3909
H3 -2.0842 -0.9389 3.0855
H4 -3.8677 -2.7686 2.1183
H5 -4.2960 -1.1725 2.6899
H6 -4.6724 -0.3138 0.6570
H7 -3.7458 0.5531 -0.8995
H8 -2.3751 0.9107 -2.7553
H9 -1.0736 -1.0287 -3.6553
H10 -1.3478 -3.2412 -2.5554
C9 3.9483 1.1069 -1.3554
C10 2.7714 0.4133 -1.9943
C11 3.0075 -0.1379 -3.3770
O1 1.6829 -0.0728 -3.9534
C12 1.0424 0.9524 -3.3494
O2 0.0103 1.4169 -3.7383
O3 1.7067 1.3654 -2.2612
H11 3.6120 1.8520 -0.6368
H12 4.5914 0.3976 -0.8472
H13 4.5488 1.6222 -2.1068
H14 2.3643 -0.3511 -1.3270
H15 3.3876 -1.1546 -3.3855
H16 3.6621 0.5000 -3.9723
C13 1.2336 1.2069 5.7495
C14 1.0392 1.9791 4.4655
C15 0.1348 1.3307 3.4437
O4 0.6390 1.8593 2.2080
C16 1.9605 2.1282 2.3994
O5 2.7352 2.3866 1.5392
O6 2.2665 2.0638 3.7145
H17 2.1860 1.4661 6.2084
H18 0.4340 1.4310 6.4544
H19 1.2379 0.1307 5.5688
H20 0.7156 3.0005 4.6807
H21 -0.9169 1.5809 3.5660
H22 0.2531 0.2441 3.4244
C17 -4.1963 5.7100 -0.9953
C18 -3.9140 4.4035 -0.2925
C19 -4.2761 3.1563 -1.0673
O7 -4.5432 2.2092 -0.0076
C20 -4.9771 2.9354 1.0748
O8 -5.4736 2.4476 2.0315
O9 -4.7487 4.2433 0.8767
H23 -4.3484 6.5055 -0.2684
H24 -3.3634 5.9818 -1.6422
H25 -5.0973 5.6462 -1.6066
H26 -2.8744 4.3664 0.0425
H27 -3.4727 2.8043 -1.7134
H28 -5.1892 3.2769 -1.6528
C21 5.5805 -5.7040 -0.9655
C22 5.2981 -4.2967 -0.4938
C23 4.1155 -3.6150 -1.1433
O10 4.4703 -2.2255 -1.0452
C24 5.8378 -2.1680 -1.0506
O11 6.4647 -1.1746 -1.2030
O12 6.3605 -3.3980 -0.8672
H29 6.6325 -5.9468 -0.8271
H30 4.9803 -6.4215 -0.4073
H31 5.3532 -5.8205 -2.0261
H32 5.2135 -4.2690 0.5956
H33 3.1711 -3.8038 -0.6376
H34 4.0204 -3.8715 -2.2015

Atomic forces in eV per Å
C -0.35 0.10 -0.02
C 0.31 -0.05 -0.09
C -0.01 0.35 0.17
Cl -0.07 -0.10 -0.06
C 0.12 -0.45 0.04
N 0.01 -0.32 0.00
C 0.15 0.20 0.00
C 0.18 -0.40 -0.10
C -0.30 0.17 0.29
C 0.02 -0.04 -0.10
I -0.08 0.29 -0.01
H 0.18 -0.04 -0.02
H -0.03 0.08 -0.06
H 0.20 -0.09 0.15
H -0.04 -0.12 0.06
H -0.23 -0.02 0.00
H -0.01 0.10 -0.08
H -0.13 0.23 0.16
H 0.02 0.08 -0.05
H -0.01 0.16 -0.11
H 0.11 -0.02 -0.08
C 0.03 0.34 -0.12
C 0.50 0.30 0.34
C -0.03 -0.11 -0.07
O -0.01 0.01 0.01
C 0.26 0.07 0.13
O -0.33 -0.14 0.07
O -0.26 -0.17 -0.25
H -0.10 -0.14 0.07
H 0.03 -0.10 0.00
H -0.02 -0.01 -0.03
H -0.07 0.00 -0.04
H -0.19 -0.07 -0.06
H 0.04 0.03 0.07
C 0.09 -0.17 -0.07
C 0.06 -0.16 0.30
C -0.17 0.08 -0.08
O 0.00 -0.11 0.04
C 0.14 0.10 0.21
O -0.12 -0.04 -0.13
O -0.10 0.00 -0.12
H -0.04 0.13 0.03
H 0.00 0.03 -0.01
H 0.04 0.01 -0.04
H 0.01 0.03 -0.06
H 0.02 0.10 -0.14
H 0.03 -0.01 0.10
C -0.22 -0.01 -0.02
C -0.01 0.31 -0.18
C 0.03 -0.05 -0.02
O 0.20 0.03 -0.50
C -0.03 0.21 0.24
O 0.04 -0.18 0.04
O 0.00 -0.26 -0.06
H 0.13 0.00 0.04
H 0.03 -0.02 0.02
H -0.03 -0.01 0.05
H -0.01 -0.06 0.05
H 0.04 -0.09 0.13
H 0.01 0.09 0.00
C 0.04 0.03 -0.20
C 0.07 -0.33 -0.11
C -0.20 0.10 0.11
O 0.06 -0.23 -0.09
C 0.12 -0.10 0.01
O -0.05 0.11 -0.01
O -0.13 0.11 0.02
H -0.01 0.00 0.13
H 0.00 0.02 0.03
H 0.04 0.04 -0.01
H 0.00 0.07 0.01
H 0.01 0.16 0.06
H 0.06 -0.10 0.01